# C38H67ClGeN11O2W

A molecular structure, C38H67ClGeN11O2W (ωB97M-V with the def2-TZVPD basis set, OMol25).

Total charge ... -1
Calculated total energy ... -4845.07834 a.u.

XYZ file:
```
121
Properties=species:S:1:pos:R:3:forces:R:3:mulliken_charge:R:1
W 0.586 0.582 -0.123 0.6481 0.2876 0.4968 1.01
C -3.833 2.010 -1.308 0.0248 0.0536 -0.0096 -1.18
N -2.771 2.921 -1.662 -0.0129 0.0812 0.1132 0.30
C -2.979 3.431 -2.999 0.0195 0.0173 -0.0206 -1.28
C -1.435 2.590 -1.137 0.1093 -0.1480 -0.2626 0.68
N -1.004 1.223 -1.406 -0.4334 0.1353 0.1218 0.75
C -1.077 0.873 -2.813 0.0076 0.0293 0.0664 -0.30
C 0.263 0.415 -3.341 -0.0381 0.0554 -0.0601 -2.36
N 0.800 -0.565 -2.373 0.0327 0.0881 0.4071 1.42
C 0.222 -1.884 -2.753 0.1084 -0.1409 -0.0592 -2.18
C -0.286 -2.840 -1.684 -0.0668 -0.0207 -0.0033 -0.11
N -1.539 -2.333 -1.202 0.0549 -0.1064 0.1245 0.14
C -2.491 -3.086 -0.818 -0.0593 0.0008 -0.1521 -0.18
N -3.729 -2.513 -0.646 -0.0317 0.0208 -0.0024 0.27
C -4.751 -3.072 0.210 0.0240 0.0225 0.0400 -1.37
C -3.841 -1.100 -0.990 0.0311 -0.1902 0.0948 -0.74
N -2.469 -4.481 -0.580 0.0455 0.0688 -0.0471 0.51
C -1.319 -5.102 0.028 0.0140 0.0280 -0.0535 -0.96
C -3.227 -5.322 -1.477 -0.0452 -0.0133 0.0309 -1.19
C 2.273 -0.588 -2.430 0.0253 -0.0292 -0.2012 -2.34
C 2.787 -1.543 -1.394 -0.0293 -0.0570 0.1325 -0.58
N 2.098 -1.284 -0.118 0.3009 -0.0848 0.1700 0.42
C 2.450 -2.050 0.866 0.0044 -0.1388 -0.1704 -1.64
N 3.495 -3.020 0.655 -0.6102 0.0624 0.3284 0.34
C 4.300 -3.282 1.838 0.0251 0.0515 -0.0728 -0.97
C 3.208 -4.248 -0.071 0.0588 0.0368 -0.0514 -0.92
N 1.909 -2.083 2.148 0.1857 0.0350 -0.5098 0.67
C 1.016 -3.213 2.331 0.1750 0.0016 0.2006 -0.38
C 1.790 -0.959 3.064 -0.0780 -0.0432 0.1474 -0.65
N -1.835 3.862 1.007 0.0517 -0.0829 0.0023 0.36
C -3.019 3.744 1.829 0.0134 0.0251 -0.0392 -0.91
C -0.783 4.589 1.693 0.0022 0.0321 -0.0528 -1.10
H -4.765 2.552 -1.108 -0.0123 0.0456 -0.0381 0.36
H -3.577 1.433 -0.426 -0.0399 0.1180 0.0135 0.29
H -4.041 1.291 -2.118 0.0193 0.0384 0.0269 0.32
H -3.322 2.643 -3.690 0.0102 0.0067 -0.0177 0.36
H -2.075 3.870 -3.412 0.0032 0.0099 0.0091 0.53
H -3.751 4.211 -2.995 -0.0233 -0.0096 0.0065 0.24
H -1.381 1.725 -3.425 -0.0234 -0.0202 0.0195 0.66
H -1.835 0.086 -2.977 0.0654 -0.0049 -0.0060 0.13
H 0.949 1.249 -3.401 0.0371 0.0583 0.0090 0.56
H 0.184 -0.053 -4.334 0.0142 0.0200 0.0564 0.69
H 0.964 -2.386 -3.391 -0.0479 -0.0317 0.0312 0.52
H -0.653 -1.682 -3.370 0.0583 -0.0115 -0.0138 0.49
H 0.434 -2.965 -0.874 0.0549 0.0527 0.0779 -0.17
H -0.391 -3.813 -2.188 0.0265 -0.0481 0.0483 0.55
H -4.400 -4.002 0.652 -0.0075 0.0163 -0.0053 0.44
H -5.672 -3.277 -0.347 -0.0123 0.0010 0.0051 0.32
H -4.993 -2.375 1.018 0.0142 -0.0092 0.0383 0.46
H -2.989 -0.531 -0.609 -0.0135 -0.0900 0.0190 0.08
H -4.769 -0.715 -0.569 -0.0162 -0.0016 -0.0254 0.47
H -3.860 -0.964 -2.073 0.0056 -0.0282 -0.0112 0.25
H -0.774 -4.367 0.614 -0.0239 -0.0421 -0.0178 -0.01
H -0.627 -5.551 -0.697 0.0158 0.0109 -0.0227 0.33
H -1.650 -5.896 0.706 0.0016 -0.0037 -0.0038 0.35
H -4.077 -4.768 -1.870 -0.0065 0.0006 -0.0086 0.38
H -3.606 -6.202 -0.949 0.0011 -0.0070 0.0095 0.31
H -2.622 -5.673 -2.326 0.0056 -0.0031 -0.0027 0.28
H 2.622 0.430 -2.252 -0.0072 -0.0143 0.0188 0.06
H 2.620 -0.909 -3.424 -0.0635 0.0490 0.0085 0.68
H 3.867 -1.471 -1.281 -0.0355 -0.0126 0.0093 1.13
H 2.575 -2.562 -1.725 0.0112 0.1661 -0.0770 0.33
H 4.522 -2.350 2.352 0.0115 0.0053 0.0070 0.18
H 5.244 -3.726 1.511 -0.0206 -0.0301 0.0254 0.43
H 3.811 -3.962 2.546 0.0171 -0.0307 0.0102 0.35
H 4.116 -4.607 -0.563 -0.0105 0.0044 -0.0187 0.31
H 2.447 -4.098 -0.830 -0.0577 -0.0847 0.0685 0.22
H 2.855 -5.040 0.604 -0.0004 0.0025 0.0100 0.43
H 1.492 -4.152 2.038 0.0268 -0.0625 -0.0636 0.30
H 0.092 -3.086 1.757 0.0328 0.0709 0.0948 -0.61
H 0.760 -3.293 3.388 -0.0255 0.0045 -0.0434 0.53
H 2.634 -0.964 3.765 -0.0010 0.0130 0.0086 0.36
H 0.863 -1.052 3.628 0.0322 -0.0144 0.0180 0.40
H 1.776 -0.014 2.509 0.0862 -0.0399 0.0591 0.07
H -3.828 3.283 1.262 -0.0076 -0.0104 -0.0137 0.21
H -3.354 4.740 2.131 0.0064 0.0067 -0.0012 0.41
H -2.853 3.147 2.741 0.0021 -0.0213 0.0284 0.20
H 0.120 4.603 1.089 0.0092 0.0132 -0.0141 0.17
H -0.530 4.153 2.673 0.0204 -0.0210 0.0099 0.32
H -1.114 5.619 1.852 -0.0129 0.0058 0.0091 0.33
Cl -0.344 7.598 -2.212 0.0138 -0.0332 -0.0023 -0.30
C 0.163 5.919 -2.077 -0.0149 0.0437 -0.0002 -0.36
C 1.469 5.569 -2.372 0.0093 0.0222 -0.0090 -0.90
C 1.855 4.253 -2.218 -0.0372 0.0174 0.0127 -0.64
C 0.971 3.248 -1.764 0.0459 -0.0370 0.0036 -0.12
O 1.474 2.059 -1.536 -0.0248 0.0535 -0.0398 -0.56
C -0.391 3.617 -1.578 -0.0357 0.0395 -0.0354 -0.22
C -1.433 2.597 0.400 0.0391 0.0282 0.1401 -1.58
O -0.126 2.258 0.732 -0.1905 -0.1535 -0.1600 0.51
C -0.748 4.958 -1.688 -0.0279 -0.0117 -0.0170 -0.01
H 2.178 6.319 -2.698 0.0026 0.0090 0.0005 0.40
H 2.883 3.963 -2.396 0.0064 -0.0099 0.0036 0.39
H -2.116 1.801 0.734 -0.0466 0.0976 0.0691 0.39
H -1.767 5.240 -1.460 -0.0041 0.0071 0.0028 0.47
N -0.460 -0.346 1.039 0.1070 0.1798 -0.3770 0.57
C -1.205 -0.399 2.176 0.1393 -0.1271 -0.3366 0.58
C -2.053 -1.489 2.447 -0.0574 -0.0397 0.0642 0.07
C -2.800 -1.540 3.614 0.0028 -0.0039 -0.0307 -0.91
C -2.745 -0.502 4.537 -0.0127 -0.0280 0.0190 -1.01
C -1.917 0.585 4.274 0.0285 0.0566 -0.0280 -0.44
C -1.151 0.642 3.123 -0.0603 0.0748 0.0711 -0.54
H -2.119 -2.285 1.717 -0.0007 -0.0323 -0.0490 0.15
H -3.442 -2.395 3.797 0.0021 0.0047 0.0001 0.44
H -3.335 -0.540 5.444 -0.0029 0.0011 0.0028 0.36
H -1.860 1.403 4.984 -0.0025 -0.0070 -0.0008 0.45
H -0.496 1.479 2.915 -0.0038 0.0018 -0.0008 0.28
C 4.716 1.671 2.677 0.0014 0.0104 0.0070 -1.52
Ge 3.981 1.556 0.838 0.1612 -0.0142 0.1226 0.85
C 5.180 0.226 -0.010 -0.0099 -0.0276 -0.0019 -1.37
C 4.564 3.233 -0.031 -0.0416 -0.0029 -0.0006 -1.54
C 2.116 1.279 1.012 -0.7977 -0.3741 -0.4142 -0.70
H 5.692 2.161 2.681 0.0270 -0.0021 0.0184 0.41
H 4.827 0.675 3.111 -0.0104 -0.0319 0.0024 0.32
H 4.036 2.236 3.317 -0.0043 0.0328 0.0079 0.41
H 6.200 0.517 0.252 0.0196 0.0256 -0.0185 0.59
H 5.099 0.238 -1.098 0.0248 0.0081 -0.0076 0.36
H 5.022 -0.792 0.349 -0.0067 -0.0190 0.0028 0.24
H 5.542 3.519 0.361 0.0220 0.0295 -0.0147 0.45
H 3.855 4.041 0.147 -0.0142 0.0049 0.0119 0.44
H 4.650 3.094 -1.110 -0.0227 -0.0053 -0.0203 0.30
H 1.789 2.133 1.613 0.0994 0.0668 -0.0581 0.78
```
Forces are in eV/Å.